79
Properties=species:S:1:pos:R:3:forces:R:3:mulliken_spin:R:1 method="wB97M-V/def2-TZVPD" homo_energy_ev="-13.02 / -14.24" de_lowest_kcal_mol=2.76 total_energy_ev=-62782.097 spin_multiplicity=6 total_charge=+2 orbital_gap_ev="7.0541 / 6.1592"
Ir 0.36512 0.51038 -0.38973 0.026 -0.576 0.155 2.616
C 0.67250 1.50268 4.29291 0.005 0.002 -0.006 0.000
C 0.43447 1.42036 2.82032 0.016 -0.027 0.015 -0.013
N 0.31051 0.36112 2.12988 -0.075 0.023 0.071 0.052
N 0.36834 -0.88203 2.66661 0.007 0.003 -0.009 -0.002
C -0.05290 -1.90764 1.90436 -0.004 -0.013 0.039 -0.020
N -0.02834 -3.12148 2.41690 0.004 -0.001 -0.017 0.035
S -0.68292 -1.65890 0.32852 -0.016 0.205 -0.094 0.335
C 0.28985 2.65075 1.99942 -0.012 0.021 -0.015 0.029
C 0.40440 3.90773 2.56037 0.001 -0.006 0.004 0.003
C 0.21206 5.03367 1.76939 -0.003 0.012 0.003 0.004
C -0.10505 4.86163 0.43861 -0.008 -0.004 -0.004 0.006
C -0.19007 3.57054 -0.05804 0.019 -0.003 0.006 -0.013
N 0.00991 2.48677 0.68801 0.026 -0.010 0.040 0.124
H 0.46544 0.56242 4.79923 0.005 -0.001 0.001 0.001
H 0.02528 2.25384 4.74227 -0.004 -0.003 0.003 0.000
H 1.70720 1.78646 4.49696 -0.001 0.005 0.000 0.000
H 0.77961 -1.04035 3.57759 -0.003 -0.006 0.000 0.000
H 0.39168 -3.32388 3.31173 -0.003 0.001 0.002 -0.001
H -0.24186 -3.90412 1.81896 -0.003 -0.001 0.001 0.002
H 0.64269 4.01674 3.60786 0.001 -0.001 -0.001 0.001
H 0.30354 6.02308 2.19613 -0.001 0.000 0.002 0.000
H -0.27914 5.70087 -0.21896 0.001 -0.001 -0.004 0.000
H -0.41834 3.40217 -1.09872 0.022 -0.004 -0.020 -0.015
O 2.55403 -2.46719 0.96744 -0.005 -0.009 -0.002 0.017
C 3.02064 -1.41328 0.61185 -0.015 -0.018 0.015 0.066
N 2.28337 -0.31617 0.14533 -0.143 0.199 -0.098 0.196
C 3.11305 0.75089 -0.06039 0.000 0.115 -0.067 -0.065
O 2.62955 1.81982 -0.43060 0.200 -0.001 0.047 0.093
C 4.50977 0.35069 0.21185 -0.015 -0.033 0.022 0.049
C 5.70376 1.03411 0.12010 0.010 0.004 -0.005 0.003
C 6.86140 0.33031 0.44816 -0.006 0.008 0.000 0.002
C 6.80718 -1.00036 0.85089 -0.007 -0.009 -0.001 0.004
C 5.59370 -1.68220 0.94335 0.010 -0.002 0.006 -0.001
C 4.45526 -0.98068 0.61466 -0.015 0.010 -0.004 -0.012
H 5.74226 2.06833 -0.19412 -0.002 0.001 -0.001 0.001
H 7.82113 0.82515 0.38802 0.002 0.000 0.000 0.000
H 7.72666 -1.51515 1.09466 0.001 0.000 0.000 0.000
H 5.54809 -2.71739 1.25337 0.000 -0.001 0.000 0.000
C -2.86682 0.24167 -2.37082 0.032 -0.011 0.010 0.062
C -2.12154 -0.62144 -3.34226 -0.027 -0.005 0.005 0.481
C -2.32076 -0.32389 -4.79299 0.014 0.000 -0.002 0.038
C -2.11074 -2.07901 -3.01027 0.025 -0.012 0.029 0.037
Si 0.26459 0.12633 -2.83743 -0.026 0.134 -0.080 0.655
C 0.39812 1.75183 -3.87117 0.022 -0.004 -0.043 0.005
C 0.66571 1.55353 -5.36823 0.031 -0.021 0.028 0.015
C -0.80699 2.68580 -3.70724 -0.017 -0.016 -0.020 0.038
C 1.62578 2.47583 -3.26848 -0.064 0.030 0.045 0.015
C 1.30317 -1.36440 -3.45084 0.021 -0.011 0.010 0.067
C 2.73503 -0.77857 -3.51168 -0.002 0.000 -0.015 0.019
C 0.95560 -1.91139 -4.83934 -0.017 -0.009 0.016 0.016
C 1.32366 -2.52523 -2.44986 0.022 0.027 -0.008 0.000
H -3.91590 -0.08654 -2.39396 -0.002 0.012 -0.015 0.031
H -2.85758 1.29445 -2.63630 0.016 0.038 -0.008 0.001
H -2.53199 0.11171 -1.34045 0.009 -0.016 0.013 -0.019
H -3.31148 -0.71895 -5.06160 0.003 -0.003 -0.002 0.019
H -1.60574 -0.83637 -5.43353 0.035 -0.027 -0.013 0.004
H -2.33427 0.73606 -5.02334 0.006 -0.007 -0.017 0.006
H -3.15159 -2.42301 -3.09498 0.003 0.000 0.009 0.016
H -1.79866 -2.29657 -1.99202 0.019 0.006 0.053 -0.003
H -1.52974 -2.67175 -3.71072 -0.019 -0.009 0.042 0.001
H -0.11269 0.98948 -5.87502 -0.077 -0.043 -0.027 -0.003
H 1.62235 1.06702 -5.55474 -0.028 -0.009 -0.019 -0.001
H 0.71327 2.53879 -5.84068 -0.001 -0.005 0.002 0.005
H -1.64159 2.40587 -4.34633 0.007 0.017 0.013 0.004
H -0.51169 3.69746 -3.99812 0.002 -0.003 0.007 -0.001
H -1.18297 2.72722 -2.68418 -0.006 -0.004 -0.009 0.011
H 2.53619 1.87999 -3.27881 0.021 -0.022 -0.017 0.001
H 1.46699 2.79390 -2.23937 -0.010 0.010 -0.037 -0.017
H 1.81248 3.36735 -3.87363 -0.008 -0.002 -0.012 0.003
H 2.86246 -0.06768 -4.32689 0.007 -0.003 0.035 0.000
H 3.42441 -1.60784 -3.69215 -0.001 0.000 0.008 0.004
H 3.04274 -0.30187 -2.57845 0.014 0.010 0.043 -0.008
H 0.92147 -1.14459 -5.60855 0.005 0.071 -0.044 -0.003
H 0.01191 -2.45401 -4.84945 0.040 0.022 -0.026 0.000
H 1.73104 -2.62685 -5.12670 0.003 0.009 -0.007 0.001
H 1.61557 -2.21077 -1.44992 0.009 -0.015 -0.015 0.001
H 2.05694 -3.26075 -2.79218 -0.004 -0.002 -0.005 -0.001
H 0.36708 -3.03640 -2.37355 -0.076 -0.009 -0.012 0.002